(1)
The following is a DFT calculation (the ωB97M-V functional and the def2-TZVPD basis) of a molecular structure, C23H53BF3GaN6O9P at a distorted geometry.

Last column: Löwdin charge in e.
CARTESIAN COORDINATES (ANGSTROEM)
C (-0.98, 0.11, 1.47)  -0.38
P (-0.68, -1.39, 2.50)  0.68
O (0.98, -1.71, 2.24)  -0.45
Ga (-1.88, -3.24, 1.62)  0.32
C (-3.91, -2.80, 1.65)  -0.29
C (-4.06, -1.35, 1.19)  -0.25
C (-5.46, -0.86, 0.96)  -0.20
F (-6.51, -1.61, 1.39)  0.04
C (-5.69, 0.38, 0.40)  -0.28
F (-5.55, 0.67, -0.89)  0.11
F (-6.01, 1.47, 1.14)  0.07
B (-1.34, -3.50, -0.43)  -0.69
O (-2.10, -4.19, -1.40)  0.01
O (-0.14, -2.93, -0.90)  0.03
H (-1.20, -0.07, 0.42)  0.00
H (-1.82, 0.62, 1.93)  0.00
H (-0.15, 0.81, 1.50)  0.02
H (1.38, -0.90, 1.92)  -0.01
H (-1.55, -4.58, 2.45)  -0.09
H (-4.47, -3.47, 0.99)  0.04
H (-4.32, -2.87, 2.66)  0.03
H (-3.50, -1.26, 0.26)  0.11
H (-3.63, -0.71, 1.95)  0.06
H (-2.42, -3.60, -2.09)  0.07
H (-0.36, -2.30, -1.59)  0.06
C (-3.21, 2.79, -0.44)  -0.34
O (-2.64, 1.79, -0.80)  0.02
N (-2.63, 4.00, -0.38)  -0.19
C (-3.32, 5.19, 0.07)  -0.06
C (-1.24, 4.06, -0.79)  -0.04
H (-4.27, 2.78, -0.14)  0.12
H (-3.33, 5.94, -0.72)  0.08
H (-2.82, 5.61, 0.95)  0.09
H (-4.35, 4.94, 0.34)  0.08
H (-1.16, 3.73, -1.83)  0.09
H (-0.64, 3.38, -0.18)  0.09
H (-0.84, 5.07, -0.70)  0.09
C (2.62, 0.25, -1.68)  -0.36
O (2.30, 0.45, -0.52)  0.02
N (1.83, 0.45, -2.75)  -0.18
C (2.29, 0.20, -4.09)  -0.07
C (0.47, 0.95, -2.54)  -0.02
H (3.62, -0.13, -1.95)  0.13
H (2.25, 1.13, -4.68)  0.08
H (1.66, -0.55, -4.57)  0.09
H (3.31, -0.16, -4.08)  0.08
H (0.51, 1.91, -2.02)  0.06
H (-0.09, 0.25, -1.92)  0.08
H (-0.03, 1.08, -3.50)  0.09
C (3.23, 3.29, -1.04)  -0.36
O (2.15, 3.64, -1.49)  0.01
N (4.41, 3.53, -1.63)  -0.19
C (5.66, 3.08, -1.05)  -0.07
C (4.43, 4.27, -2.88)  -0.04
H (3.31, 2.72, -0.10)  0.13
H (6.31, 3.93, -0.84)  0.08
H (6.17, 2.41, -1.75)  0.09
H (5.47, 2.54, -0.13)  0.08
H (3.99, 5.26, -2.74)  0.09
H (3.85, 3.75, -3.64)  0.09
H (5.46, 4.38, -3.22)  0.08
C (-4.51, -0.42, 5.23)  -0.34
O (-3.87, -0.28, 4.22)  0.02
N (-5.76, 0.07, 5.42)  -0.20
C (-6.49, -0.13, 6.65)  -0.07
C (-6.39, 0.80, 4.33)  -0.04
H (-4.12, -0.96, 6.11)  0.14
H (-7.41, -0.68, 6.47)  0.09
H (-6.73, 0.84, 7.10)  0.08
H (-5.88, -0.69, 7.36)  0.08
H (-6.46, 0.17, 3.45)  0.08
H (-5.79, 1.67, 4.07)  0.09
H (-7.38, 1.12, 4.63)  0.08
C (9.16, 1.55, 0.55)  -0.35
O (8.62, 1.89, -0.49)  0.01
N (9.01, 2.16, 1.73)  -0.20
C (9.68, 1.70, 2.93)  -0.06
C (8.14, 3.33, 1.82)  -0.04
H (9.84, 0.68, 0.59)  0.13
H (8.95, 1.43, 3.69)  0.09
H (10.33, 2.49, 3.32)  0.09
H (10.29, 0.83, 2.70)  0.08
H (7.13, 3.06, 1.52)  0.08
H (8.50, 4.11, 1.15)  0.09
H (8.13, 3.70, 2.84)  0.09
C (-2.08, -8.56, -4.28)  -0.37
O (-1.58, -9.56, -4.75)  -0.01
N (-1.45, -7.39, -4.12)  -0.19
C (-2.11, -6.21, -3.55)  -0.05
C (-0.06, -7.28, -4.52)  -0.04
H (-3.13, -8.53, -3.94)  0.13
H (-2.09, -5.40, -4.29)  0.09
H (-1.59, -5.89, -2.66)  0.07
H (-3.14, -6.45, -3.30)  0.09
H (0.04, -7.51, -5.59)  0.09
H (0.54, -8.00, -3.97)  0.09
H (0.30, -6.28, -4.32)  0.09

E_HOMO   -2.5 eV
Lowest unoccupied orbital energy   1.8 eV
Gap between HOMO and LUMO   4.300 eV
Charge   -1

(2)
The following is a DFT calculation (the ωB97M-V functional and the def2-TZVPD basis) of C3H6N2S in the gas phase at a distorted geometry.

Last column: natural (NBO) charge in e.
CARTESIAN COORDINATES (ANGSTROEM)
H (3.32, 0.49, 0.07)  0.35
N (2.30, 0.49, 0.12)  -0.61
C (1.82, -0.66, -0.12)  0.27
N (0.41, -0.97, 0.08)  -0.62
C (-0.75, -0.24, 0.07)  0.12
C (-1.96, -1.16, -0.01)  -0.68
S (-0.81, 1.43, -0.05)  -0.08
H (2.40, -1.52, -0.45)  0.16
H (0.30, -1.98, -0.07)  0.39
H (-2.07, -1.70, 0.97)  0.23
H (-2.88, -0.55, -0.02)  0.26
H (-1.82, -1.90, -0.83)  0.22

E_HOMO   -8.1 eV
Lowest unoccupied orbital energy   0.3 eV
Structure (SMILES)   [H]/N=C/NC(C)=S
Gap between HOMO and LUMO   8.413 eV
Energy relative to the best compared isomer or geometry (same formula, charge and spin)   112.6 kJ/mol

(3)
The following is a DFT calculation (the ωB97M-V functional and the def2-TZVPD basis) of a molecular structure, C30H46Cl2N3OPRh at a distorted geometry.

Last column: Mulliken spin population.
CARTESIAN COORDINATES (ANGSTROEM)
P (-0.03, -0.44, -0.72)  -0.19
C (1.55, 0.10, -1.70)  0.00
C (1.78, -0.46, -3.11)  -0.01
C (3.13, -0.06, -3.70)  0.00
C (3.41, 1.45, -3.58)  0.00
C (3.09, 2.00, -2.20)  0.00
C (1.69, 1.62, -1.73)  0.05
C (-1.42, 0.41, -1.70)  0.02
C (-1.25, 0.42, -3.20)  -0.01
C (-2.53, 0.86, -3.90)  0.01
C (-3.02, 2.22, -3.36)  0.00
C (-3.04, 2.29, -1.83)  0.00
C (-1.73, 1.81, -1.19)  0.02
C (-0.19, -2.15, -1.46)  0.01
C (1.00, -3.08, -1.14)  0.04
C (0.93, -4.35, -2.01)  -0.01
C (-0.40, -5.08, -1.85)  0.01
C (-1.60, -4.16, -2.03)  -0.01
C (-1.50, -2.89, -1.17)  0.02
H (2.31, -0.30, -1.02)  0.01
H (1.00, -0.09, -3.78)  0.00
H (1.71, -1.56, -3.14)  0.00
H (3.14, -0.34, -4.76)  0.00
H (3.94, -0.63, -3.23)  0.00
H (4.45, 1.64, -3.84)  0.00
H (2.82, 1.98, -4.34)  0.00
H (3.82, 1.62, -1.47)  0.00
H (3.19, 3.09, -2.21)  0.00
H (1.47, 2.06, -0.74)  -0.02
H (0.95, 2.04, -2.42)  0.00
H (-2.28, -0.22, -1.44)  0.02
H (-3.31, 0.10, -3.77)  0.00
H (-0.95, -0.54, -3.62)  0.00
H (-0.46, 1.14, -3.45)  0.00
H (-2.34, 0.94, -4.98)  0.00
H (-4.01, 2.43, -3.76)  0.00
H (-2.36, 3.01, -3.75)  0.00
H (-3.26, 3.31, -1.51)  0.00
H (-3.85, 1.66, -1.46)  0.00
H (-1.81, 1.83, -0.10)  0.01
H (-0.91, 2.49, -1.45)  0.01
H (-0.19, -1.99, -2.55)  0.00
H (1.97, -2.58, -1.31)  0.00
H (0.97, -3.32, -0.07)  0.01
H (1.08, -4.07, -3.06)  0.00
H (1.77, -5.00, -1.73)  0.00
H (-0.44, -5.56, -0.86)  0.00
H (-0.45, -5.88, -2.58)  0.00
H (-2.53, -4.68, -1.77)  0.00
H (-1.69, -3.87, -3.09)  0.00
H (-2.37, -2.25, -1.36)  0.01
H (-1.53, -3.14, -0.10)  0.01
Rh (-0.07, -0.35, 1.47)  2.16
Cl (-2.41, -0.64, 1.35)  0.18
Cl (2.12, -1.08, 1.40)  0.21
C (-0.54, 1.10, 2.95)  0.34
H (-1.50, 0.72, 3.37)  0.00
C (-0.53, 2.57, 2.73)  -0.08
C (-1.10, 3.47, 3.65)  0.01
C (-1.08, 4.83, 3.35)  0.00
C (-0.49, 5.28, 2.17)  0.00
C (0.31, 4.42, 1.42)  0.01
C (0.34, 3.05, 1.74)  0.10
H (-1.46, 3.09, 4.61)  0.00
H (-1.56, 5.53, 4.03)  0.00
H (0.93, 4.77, 0.58)  0.00
H (1.08, 2.35, 1.33)  -0.04
H (-0.56, 6.33, 1.88)  0.00
C (1.69, 0.64, 6.35)  -0.02
N (1.05, -0.48, 5.64)  0.02
C (0.89, -1.74, 6.18)  0.54
C (0.12, -2.64, 5.47)  -0.04
C (-0.35, -2.32, 4.16)  0.26
N (0.12, -1.19, 3.60)  0.23
C (0.58, -0.25, 4.40)  0.00
O (0.42, 1.01, 4.06)  0.01
N (-1.19, -3.06, 3.40)  0.07
H (1.95, 0.31, 7.35)  0.02
H (1.01, 1.48, 6.41)  0.00
H (2.58, 0.95, 5.81)  0.00
H (1.37, -1.92, 7.15)  0.06
H (-0.16, -3.62, 5.87)  -0.01
H (-1.62, -3.86, 3.83)  -0.01
H (-1.64, -2.54, 2.63)  -0.02

E_HOMO (alpha / beta)   -1.8 / -4.9 eV
<S²>   6.020
Lowest unoccupied orbital energy (alpha / beta)   2.8 / 2.8 eV
Gap between HOMO and LUMO (alpha / beta)   4.630 / 7.705 eV
Charge   -1
Energy relative to the best compared isomer or geometry (same formula, charge and spin)   0.0 kJ/mol
Spin multiplicity   5

(4)
The following is a DFT calculation (the ωB97M-V functional and the def2-TZVPD basis) of 4 unconnected molecules or ions with the total composition C14H33BI2O4 at a distorted geometry.

Last column: natural (NBO) charge in e.
CARTESIAN COORDINATES (ANGSTROEM)
C (-2.75, 3.32, 2.22)  -0.64
C (-1.43, 2.97, 1.24)  -0.41
C (-2.03, 2.18, -0.06)  -0.86
B (-0.90, 1.48, -1.03)  1.06
C (-1.42, 0.72, -2.41)  -0.83
C (-2.74, -0.22, -2.21)  -0.43
C (-2.59, -1.41, -1.09)  -0.55
I (-4.28, -1.46, 0.34)  0.05
C (0.73, 1.48, -0.77)  -0.92
C (1.21, 0.11, 0.00)  0.43
O (1.05, -0.02, 1.35)  -0.58
I (2.17, -1.62, -1.01)  0.12
H (-2.96, 2.47, 3.01)  0.22
H (-3.72, 3.42, 1.54)  0.21
H (-2.62, 4.37, 2.76)  0.22
H (-0.66, 2.35, 1.88)  0.22
H (-0.89, 3.94, 0.86)  0.20
H (-2.85, 1.38, 0.26)  0.26
H (-2.61, 3.00, -0.71)  0.25
H (-1.74, 1.60, -3.15)  0.26
H (-0.54, 0.16, -2.98)  0.23
H (-3.68, 0.44, -1.94)  0.23
H (-2.94, -0.77, -3.25)  0.23
H (-2.61, -2.47, -1.64)  0.27
H (-1.59, -1.39, -0.48)  0.22
H (1.14, 2.48, -0.27)  0.29
H (1.24, 1.45, -1.85)  0.25
C (-3.33, -6.52, 0.33)  -0.63
C (-2.29, -5.98, -0.63)  -0.06
O (-2.64, -4.67, -1.03)  -0.73
H (-4.32, -6.54, -0.15)  0.21
H (-3.08, -7.54, 0.64)  0.21
H (-3.41, -5.89, 1.21)  0.20
H (-2.23, -6.61, -1.52)  0.18
H (-1.30, -5.96, -0.16)  0.16
H (-2.68, -4.12, -0.23)  0.47
C (3.50, 3.73, -1.35)  -0.64
C (3.09, 3.84, -2.81)  -0.06
O (3.19, 5.19, -3.24)  -0.72
H (2.87, 4.37, -0.72)  0.21
H (3.43, 2.70, -1.00)  0.21
H (4.53, 4.08, -1.22)  0.21
H (2.05, 3.51, -2.93)  0.17
H (3.73, 3.22, -3.44)  0.16
H (4.11, 5.47, -3.13)  0.46
C (3.70, -2.24, 3.27)  -0.64
C (4.14, -0.92, 3.88)  -0.06
O (4.28, 0.06, 2.87)  -0.73
H (4.43, -2.58, 2.52)  0.21
H (3.59, -3.01, 4.03)  0.21
H (2.74, -2.12, 2.75)  0.21
H (5.11, -1.04, 4.38)  0.17
H (3.41, -0.57, 4.62)  0.16
H (3.42, 0.16, 2.44)  0.47

E_HOMO   -9.5 eV
Lowest unoccupied orbital energy   -0.7 eV
Structure (SMILES)   CCCB(CCCI)CC(=O)I.CCO.CCO.CCO
Gap between HOMO and LUMO   8.814 eV